# 1
Computed, not measured: 3 unconnected molecules or ions with the total composition C16H18Cl2NOPS, with ωB97M-V with the def2-TZVPD basis set.

The total charge is 0. Its HOMO energy is -9.3 eV. The value obtained for the largest force on an atom is 4.65 eV/A. For the lowest unoccupied orbital energy, the calculation gives 0.302 eV. The value obtained for the molar mass is 374.273 Da.

Atoms and positions in Å:
1 O 0.7559 -4.0806 -0.8843
2 C 0.0647 -3.2244 -1.2204
3 N -0.9439 -3.3266 -2.1777
4 C -1.8614 -2.2395 -2.0521
5 Cl -2.5231 -1.9314 -3.7384
6 P -3.3859 -2.4836 -0.9973
7 S -3.3139 -1.7066 0.7813
8 C -1.0120 -1.0793 -1.6191
9 C 0.0082 -1.7938 -0.7262
10 Cl 1.5819 -1.0298 -0.6109
11 H -1.3609 -4.2382 -2.3123
12 H -4.4302 -1.9082 -1.7358
13 H -3.6173 -3.8727 -0.9827
14 H -0.6065 -0.4637 -2.4007
15 H -1.5077 -0.3812 -0.9653
16 H -0.4664 -1.8738 0.2388
17 C -4.8219 2.4200 2.9613
18 C -4.1873 1.7160 1.9475
19 C -3.5624 2.3998 0.9153
20 C -3.5736 3.7875 0.8933
21 C -4.2140 4.4913 1.9035
22 C -4.8372 3.8077 2.9381
23 H -5.3051 1.8867 3.7700
24 H -4.1767 0.6339 1.9571
25 H -3.0658 1.8484 0.1262
26 H -3.0836 4.3209 0.0886
27 H -4.2271 5.5736 1.8847
28 H -5.3352 4.3568 3.7270
29 C 4.8540 -0.7686 -0.0304
30 C 6.0220 -1.4633 0.2509
31 C 7.2512 -0.8284 0.1423
32 C 7.3131 0.5011 -0.2511
33 C 6.1461 1.1942 -0.5392
34 C 4.9168 0.5599 -0.4277
35 H 3.8976 -1.2623 0.0609
36 H 5.9736 -2.5010 0.5552
37 H 8.1619 -1.3699 0.3643
38 H 8.2718 0.9972 -0.3336
39 H 6.1945 2.2299 -0.8503
40 H 4.0059 1.1020 -0.6506

Results of the natural (NBO) charge analysis, in e, for atoms 1 through 4:
1 O -0.517
2 C 0.677
3 N -0.638
4 C -0.117


# 2
Computed, not measured: a molecular structure, C5H9O3Rb, with ωB97M-V with the def2-TZVPD basis set.

The calculation puts the energy above the lowest of the compared OMol25 structures with the same formula, charge and spin at 27.98 kcal per mole. The total charge is 0. Its HOMO energy is -5.6 eV. The value obtained for the largest force on an atom is 2.91 eV/A. For the lowest unoccupied orbital energy, the calculation gives -0.225 eV. The value obtained for the molar mass is 202.592 Da.

Atoms and positions in Å:
1 H 5.4027 -3.1893 -0.4645
2 O 0.0184 -0.8539 -0.2869
3 O 1.0080 -0.7797 1.6713
4 C 0.1640 -0.3420 0.9057
5 O -0.5924 0.7109 1.1338
6 C -1.0182 -0.3811 -1.1834
7 C -0.9340 -1.1842 -2.4560
8 H -1.9858 -0.5076 -0.6832
9 H -0.8506 0.6871 -1.3669
10 H -1.0718 -2.2554 -2.2600
11 H -1.7306 -0.8487 -3.1335
12 H 0.0310 -1.0305 -2.9560
13 Rb 3.7346 -3.3700 1.6098
14 C -0.0389 1.9004 1.6219
15 C -0.8440 2.9063 1.9340
16 H 1.0478 1.9485 1.5678
17 H -0.4149 3.8136 2.3556
18 H -1.9253 2.7757 1.9905

Results of the natural (NBO) charge analysis, in e, for atoms 1 through 4:
1 H -0.801
2 O -0.492
3 O -0.637
4 C 1.001


# 3
Computed, not measured: a molecular structure, C21H42MgN5O9P2S3, with ωB97M-V with the def2-TZVPD basis set.

The calculation puts the energy above the lowest of the compared OMol25 structures with the same formula, charge and spin at 0.00 kcal per mole. The total charge is +1. Its HOMO energy is -9.7 eV. The value obtained for the largest force on an atom is 3.27 eV/A. For the lowest unoccupied orbital energy, the calculation gives -2.337 eV. The value obtained for the molar mass is 691.047 Da.

Atoms and positions in Å:
1 Mg -0.1887 -0.6309 -0.2144
2 C -1.9097 -4.0435 -2.2968
3 S -2.4511 -2.3212 -2.1998
4 C -1.4589 -1.7051 -3.5224
5 O -1.8486 -1.6397 -0.8966
6 H -0.8233 -4.1197 -2.1805
7 H -2.2037 -4.4024 -3.3034
8 H -2.4103 -4.6284 -1.5466
9 H -1.8830 -2.0612 -4.4645
10 H -0.4236 -2.1147 -3.4506
11 H -1.4507 -0.5991 -3.4964
12 N 4.0312 -3.5046 -6.2511
13 C 3.6298 -3.0370 -5.0100
14 C 4.3934 -2.0371 -4.3711
15 C 4.1325 -1.6973 -3.0470
16 C 3.0972 -2.2787 -2.3066
17 C 2.3301 -3.2595 -2.9460
18 C 2.5682 -3.5884 -4.2572
19 S 2.6663 -1.5640 -0.7364
20 O 1.3030 -2.0229 -0.3205
21 O 3.6790 -1.8420 0.2375
22 N 2.4515 -0.0112 -1.0527
23 C 3.2331 1.0241 -0.9331
24 S 4.6686 0.9944 0.1318
25 C 4.9548 2.6110 -0.2239
26 C 4.0226 3.1047 -1.1545
27 N 3.0315 2.2388 -1.4819
28 H 4.6708 -2.9529 -6.7355
29 H 3.3825 -3.9999 -6.8118
30 H 5.1959 -1.5045 -4.9195
31 H 4.7659 -0.9083 -2.6215
32 H 1.6245 -3.8319 -2.3615
33 H 1.9627 -4.3820 -4.7595
34 H 5.8025 3.1437 0.2238
35 H 4.0472 4.0841 -1.5826
36 C -4.0153 -0.1606 4.7054
37 C -3.0477 -1.2153 4.2480
38 C -2.4672 -1.9699 5.4730
39 C -3.4156 -2.1833 3.1082
40 O -1.8814 -0.4535 3.8450
41 P -1.8119 0.4541 2.5547
42 O -3.1699 0.8446 1.9699
43 O -0.7403 -0.1314 1.5937
44 O -1.2829 1.8823 3.1075
45 C 0.0120 2.1439 3.7205
46 C 0.7047 0.8557 4.1556
47 C 0.8200 2.8202 2.6121
48 C -0.3306 3.0655 4.9145
49 H -4.8556 -0.5330 5.3276
50 H -4.3967 0.4081 3.8387
51 H -3.4495 0.5942 5.2897
52 H -3.1977 -2.6702 5.9322
53 H -2.1229 -1.2280 6.2073
54 H -1.5479 -2.5568 5.1796
55 H -4.1352 -2.9020 3.4631
56 H -2.5576 -2.7509 2.7586
57 H -3.8524 -1.6360 2.2516
58 H 0.9078 0.1162 3.3218
59 H 0.1071 0.2803 4.8555
60 H 1.6797 1.0777 4.6393
61 H 0.9272 2.0382 1.7829
62 H 1.8560 3.0511 3.0181
63 H 0.3879 3.7452 2.2480
64 H -0.8480 2.4678 5.7041
65 H -0.9989 3.8946 4.6148
66 H 0.5383 3.5465 5.4302
67 N -3.4632 1.4049 -0.5313
68 C -2.5938 2.6048 -0.7628
69 P -1.3291 1.9502 -2.0016
70 O -2.1804 1.3304 -3.0726
71 O -0.3065 1.1879 -1.1476
72 C -0.3100 3.3881 -2.6892
73 N 1.0402 2.8507 -3.1738
74 H -4.4464 1.7051 -0.6134
75 H -3.3109 1.1071 0.5546
76 H -3.3547 0.6381 -1.2506
77 H -2.0242 2.8387 0.1195
78 H -3.2123 3.4411 -1.0880
79 H -0.1431 4.1525 -1.9398
80 H -0.9549 3.8410 -3.4568
81 H 1.7894 2.6813 -2.3799
82 H 1.4165 3.5236 -3.9087
83 H 0.9746 1.9467 -3.6662

Results of the Löwdin charge analysis, in e, for atoms 1 through 4:
1 Mg 0.666
2 C -0.223
3 S 0.963
4 C -0.257


Summary of gap between HOMO and LUMO in eV
9.57; 5.33; 7.38
(order as listed above)